1.
ORCA calculation (wB97M-V/def2-TZVPD) on a molecular structure, C15H24F6NO7PSSc.

Last column: Mulliken spin population.
Geometry (Å):
Sc (-1.472, 0.908, 0.335)  0.007
C (-0.231, 3.824, -0.712)  0.000
O (-1.370, 3.063, -0.230)  0.000
C (-2.327, 3.958, 0.385)  0.000
C (-3.507, 3.087, 0.665)  0.000
O (-2.966, 1.953, 1.381)  0.000
C (-3.599, 1.652, 2.651)  0.000
H (-0.599, 4.689, -1.260)  0.000
H (0.345, 3.190, -1.372)  0.000
H (0.367, 4.158, 0.138)  0.000
H (-2.579, 4.755, -0.314)  0.000
H (-1.886, 4.380, 1.292)  0.000
H (-3.915, 2.717, -0.278)  0.000
H (-4.328, 3.540, 1.215)  0.000
H (-4.643, 1.400, 2.478)  0.000
H (-3.504, 2.518, 3.303)  0.000
H (-3.082, 0.801, 3.085)  0.000
F (-2.698, 0.231, -1.297)  -0.001
P (-3.907, -0.883, -0.655)  0.004
F (-4.709, 0.397, -0.201)  0.000
F (-2.861, -2.048, -1.030)  0.007
F (-2.923, -0.653, 0.793)  0.000
F (-4.820, -1.870, 0.122)  0.000
F (-4.588, -0.960, -2.045)  0.000
C (-0.762, -5.159, -1.190)  0.000
C (-0.747, -4.082, -0.114)  0.075
S (-0.220, -2.510, -0.809)  0.439
O (-0.373, -1.424, 0.166)  0.344
C (1.476, -2.606, -1.423)  0.066
C (2.449, -2.916, -0.296)  0.037
H (-1.114, -6.080, -0.726)  0.002
H (0.228, -5.362, -1.598)  0.001
H (-1.450, -4.921, -1.999)  -0.002
H (-0.043, -4.268, 0.702)  0.019
H (-1.736, -3.857, 0.284)  0.003
H (1.639, -1.632, -1.887)  -0.005
H (1.445, -3.365, -2.208)  -0.005
H (2.400, -2.178, 0.503)  -0.002
H (3.444, -2.873, -0.743)  0.014
H (2.309, -3.912, 0.121)  -0.004
O (0.248, 1.205, 1.468)  0.004
C (0.977, 1.149, 0.411)  0.003
O (0.363, 1.039, -0.705)  -0.001
C (2.438, 1.117, 0.482)  -0.004
C (3.132, 1.469, 1.640)  -0.001
C (4.513, 1.344, 1.672)  0.000
C (5.196, 0.811, 0.584)  0.000
C (4.472, 0.429, -0.531)  -0.002
C (3.113, 0.613, -0.623)  0.000
N (5.144, -0.262, -1.646)  0.000
O (4.431, -0.958, -2.356)  0.000
O (6.333, -0.129, -1.758)  0.000
H (2.589, 1.840, 2.498)  0.000
H (5.063, 1.637, 2.555)  0.000
H (6.269, 0.675, 0.604)  0.000
H (2.580, 0.362, -1.526)  0.001

Atomic forces in eV per Å
0.2 0.3 -0.2
0.0 0.0 -0.1
0.0 0.3 -0.1
0.0 0.0 0.0
-0.2 -0.2 -0.3
-0.1 0.0 0.4
-0.1 -0.1 0.0
0.0 0.0 0.0
0.0 0.0 0.0
0.0 0.0 0.0
0.0 0.0 0.0
0.0 0.0 0.0
-0.1 0.0 0.1
0.2 0.2 0.2
0.0 0.0 0.0
0.0 0.0 0.0
0.0 0.0 0.0
0.2 0.0 0.2
-0.1 0.0 0.0
0.0 0.0 0.0
0.0 0.0 0.0
0.2 0.0 -0.1
0.0 0.0 0.0
0.0 0.0 0.1
0.0 -0.1 0.0
-0.1 0.0 -0.2
0.2 0.0 0.2
0.0 0.0 0.0
-0.2 0.0 0.0
0.1 0.0 0.1
0.0 0.0 0.0
0.0 0.0 0.0
0.0 0.1 0.0
0.0 0.0 0.0
0.0 0.0 0.0
0.0 0.0 0.0
0.0 0.0 0.0
0.0 0.0 0.0
0.0 0.0 0.0
0.0 0.0 0.0
-0.1 -0.1 -0.1
-0.3 -0.2 0.1
0.0 -0.2 0.1
0.1 0.0 0.0
0.0 0.0 0.0
0.0 0.0 0.0
0.0 0.0 0.0
0.0 0.0 0.0
-0.1 0.0 0.0
0.1 -0.1 0.0
0.0 0.0 0.0
0.0 0.0 0.0
0.0 0.0 0.0
0.0 0.0 0.0
0.0 0.0 0.0
0.0 0.0 0.0

Values from the calculation:
Energy above the lowest of the compared OMol25 structures with the same formula, charge and spin: 0.000 eV
Multiplicity: 2
Total charge: +2
M: 552.342 g/mol
E: -3266.53463 Eh
Kohn-Sham gap (alpha / beta): 9.421 / 5.331 eV

2.
ORCA calculation (wB97M-V/def2-TZVPD) on a single C3H10NP molecule.

Last column: Mulliken charge in e.
Geometry (Å):
C (-2.305, 0.287, 0.280)  -0.793
N (-1.209, -0.542, 0.434)  -0.384
P (0.104, -0.451, -0.351)  0.354
C (1.260, -1.717, 0.338)  -0.857
C (1.075, 1.434, -0.352)  -1.140
H (-2.897, 0.036, -0.654)  0.238
H (-2.030, 1.277, 0.257)  0.295
H (-2.956, 0.201, 1.194)  0.251
H (-0.171, -0.585, -1.823)  0.071
H (0.973, -1.532, 1.354)  0.300
H (1.014, -2.836, -0.025)  0.283
H (2.233, -1.420, 0.099)  0.337
H (0.986, 1.758, 0.743)  0.292
H (2.009, 1.366, -0.715)  0.429
H (0.374, 2.141, -0.807)  0.325

Atomic forces in eV per Å
-2.9 -1.5 0.2
1.6 -1.4 0.9
0.8 1.7 -1.7
-2.7 -1.6 -1.9
-5.3 -1.7 3.4
0.2 0.4 0.9
0.5 2.8 -0.3
0.1 -0.1 -1.0
0.9 0.0 1.1
0.3 -0.5 0.9
0.5 2.8 0.9
1.7 0.1 -0.1
0.7 -0.7 -1.3
3.2 0.0 -1.3
0.4 -0.3 -0.7

Values from the calculation:
Energy above the lowest of the compared OMol25 structures with the same formula, charge and spin: 2.513 eV
Total charge: 0
M: 91.094 g/mol
SMILES: CN=[PH](C)C
E: -516.31754 Eh
Kohn-Sham gap: 9.059 eV

3.
ORCA calculation (wB97M-V/def2-TZVPD) on a single C3H4N2O3 molecule.

Last column: Mulliken charge in e.
Geometry (Å):
O (2.145, 2.092, -1.038)  -0.486
C (0.993, 1.708, -0.622)  0.151
N (0.417, 0.282, -0.952)  -0.291
N (-0.301, -0.217, 0.133)  0.278
C (-1.494, -0.847, -0.242)  0.042
O (-2.092, -1.803, 0.319)  -0.481
C (0.203, -0.762, 1.394)  -0.063
O (-0.271, -1.570, 2.115)  -0.377
H (0.174, 2.231, -0.004)  0.337
H (1.014, -0.375, -1.333)  0.232
H (-2.006, -0.221, -1.164)  0.267
H (1.217, -0.518, 1.394)  0.391

Atomic forces in eV per Å
-6.4 -1.8 2.3
3.6 -1.4 -2.4
0.2 5.1 2.8
-2.5 -2.2 1.2
-4.6 -1.1 -0.6
2.6 3.8 -2.3
1.1 -0.5 -2.2
-0.8 0.6 0.4
1.5 -0.4 -0.8
1.9 -1.3 -0.9
1.3 -1.7 1.8
2.3 1.0 0.8

Values from the calculation:
Energy above the lowest of the compared OMol25 structures with the same formula, charge and spin: 3.638 eV
Total charge: 0
M: 116.076 g/mol
SMILES: O=CNN(C=O)C=O
E: -451.84604 Eh
Kohn-Sham gap: 9.704 eV

4.
ORCA calculation (wB97M-V/def2-TZVPD) on a molecular structure, C53H67BBaN6O5S.

Last column: Mulliken charge in e.
Geometry (Å):
Ba (0.722, -0.227, -1.682)  2.003
C (2.102, 1.847, -4.938)  -1.013
C (0.796, 1.150, -5.161)  0.441
C (-0.174, 1.471, -6.137)  -1.237
C (-1.166, 0.509, -5.980)  0.176
C (-2.559, 0.400, -6.538)  -1.336
N (-0.792, -0.341, -4.967)  1.088
N (0.409, 0.099, -4.475)  0.090
B (-1.246, -1.789, -4.577)  -0.892
N (-0.038, -2.631, -4.000)  1.389
N (-0.037, -2.963, -2.655)  -0.947
C (1.032, -3.774, -2.427)  0.817
C (1.212, -4.385, -1.087)  -1.367
C (1.689, -4.050, -3.658)  -1.066
C (0.998, -3.236, -4.618)  0.759
C (1.210, -3.094, -6.045)  -1.355
N (-2.449, -1.696, -3.508)  0.293
N (-2.111, -0.879, -2.374)  0.081
C (-3.069, -1.154, -1.448)  0.534
C (-3.129, -0.356, -0.147)  -0.420
C (-3.917, -2.186, -1.957)  -1.352
C (-3.452, -2.490, -3.236)  0.783
C (-3.998, -3.475, -4.231)  -1.445
H (2.407, 2.382, -5.909)  0.321
H (2.092, 2.634, -4.181)  0.228
H (2.854, 1.083, -4.602)  0.069
H (-0.093, 2.285, -6.810)  0.502
H (-2.588, 1.136, -7.313)  0.451
H (-2.856, -0.588, -6.900)  0.236
H (-3.313, 0.755, -5.739)  0.193
H (-1.696, -2.294, -5.615)  -0.171
H (1.405, -5.484, -1.092)  0.301
H (2.061, -3.989, -0.540)  0.194
H (0.344, -4.172, -0.439)  0.338
H (2.683, -4.485, -3.814)  0.393
H (2.289, -3.251, -6.301)  0.342
H (0.468, -3.643, -6.658)  0.222
H (0.985, -2.051, -6.378)  0.191
H (-2.196, -0.619, 0.459)  0.049
H (-3.062, 0.727, -0.346)  -0.270
H (-4.021, -0.432, 0.491)  0.346
H (-4.795, -2.516, -1.450)  0.509
H (-5.077, -3.714, -4.048)  0.363
H (-3.746, -3.162, -5.265)  0.212
H (-3.384, -4.377, -4.010)  0.239
C (-1.136, -1.778, 4.623)  -0.353
C (-0.812, -0.377, 4.786)  -0.782
C (-2.020, 0.345, 4.544)  -0.149
C (-3.004, -0.660, 4.272)  -0.626
C (-2.480, -1.978, 4.355)  -0.576
C (-3.207, -3.232, 4.118)  2.373
C (-3.969, -3.059, 2.769)  -1.696
C (-2.185, -4.414, 3.965)  -1.873
C (-4.116, -3.482, 5.323)  -1.717
C (-2.331, 1.858, 4.676)  3.221
C (-2.260, 2.550, 3.260)  -1.820
C (-1.418, 2.675, 5.643)  -2.124
C (-3.717, 1.956, 5.275)  -2.202
C (0.621, 0.002, 4.967)  3.494
C (1.059, 0.439, 6.400)  -1.946
C (1.102, 1.005, 3.962)  -1.317
C (1.518, -1.267, 4.672)  -2.208
H (-0.351, -2.585, 4.561)  0.149
H (-4.060, -0.419, 4.144)  -0.111
H (-3.355, -2.696, 1.940)  0.234
H (-4.836, -2.371, 2.968)  0.230
H (-4.381, -3.987, 2.455)  0.515
H (-1.531, -4.260, 3.103)  0.325
H (-2.761, -5.315, 3.709)  0.455
H (-1.603, -4.526, 4.896)  0.308
H (-4.895, -2.705, 5.462)  0.293
H (-3.604, -3.489, 6.300)  0.327
H (-4.583, -4.490, 5.253)  0.408
H (-1.340, 2.353, 2.732)  0.230
H (-2.333, 3.598, 3.431)  0.510
H (-3.080, 2.190, 2.592)  0.268
H (-0.504, 2.863, 5.122)  0.454
H (-1.236, 2.104, 6.557)  0.309
H (-1.858, 3.631, 5.878)  0.553
H (-4.465, 1.394, 4.733)  0.329
H (-4.074, 2.960, 5.229)  0.515
H (-3.673, 1.651, 6.318)  0.424
H (0.716, 1.479, 6.556)  0.334
H (2.162, 0.451, 6.464)  0.415
H (0.711, -0.304, 7.095)  0.416
H (0.523, 1.948, 3.952)  -0.184
H (0.902, 0.671, 2.951)  0.275
H (2.173, 1.260, 4.019)  0.186
H (1.498, -2.017, 5.516)  0.318
H (2.519, -0.871, 4.529)  0.496
H (1.297, -1.825, 3.711)  0.293
O (3.220, -0.911, -0.647)  -0.399
C (4.254, 0.173, -0.929)  3.168
C (3.584, 1.587, -1.085)  -0.371
O (4.090, 2.582, -0.455)  -0.709
O (2.580, 1.559, -1.887)  -0.597
C (5.050, -0.171, -2.151)  -1.052
C (4.966, -1.364, -2.875)  -0.149
C (5.830, -1.595, -3.935)  -0.773
C (6.591, -0.560, -4.471)  -0.269
C (6.654, 0.651, -3.772)  -0.913
C (5.896, 0.870, -2.618)  -0.309
C (5.171, 0.266, 0.286)  -0.014
C (4.585, 0.640, 1.521)  -0.468
C (5.309, 0.772, 2.668)  -0.792
C (6.680, 0.484, 2.611)  -0.493
C (7.265, -0.032, 1.476)  -0.805
C (6.493, -0.219, 0.296)  -0.620
H (3.200, -1.066, 0.321)  0.454
H (4.171, -2.059, -2.636)  0.305
H (5.794, -2.550, -4.506)  0.289
H (7.124, -0.677, -5.432)  0.351
H (7.299, 1.475, -4.064)  0.362
H (5.997, 1.789, -2.122)  0.608
H (3.527, 0.850, 1.615)  0.662
H (4.867, 1.071, 3.592)  0.486
H (7.301, 0.493, 3.531)  0.286
H (8.353, -0.121, 1.485)  0.304
H (6.880, -0.735, -0.560)  0.483
O (-3.557, 8.805, -0.464)  -0.511
C (-4.124, 7.542, -0.649)  0.554
O (-5.301, 7.447, -0.766)  -0.570
C (-3.279, 6.356, -0.777)  0.791
C (-1.910, 6.347, -0.520)  -0.495
C (-1.114, 5.218, -0.730)  -0.848
C (-1.645, 3.944, -1.128)  -0.392
S (-0.812, 2.464, -1.062)  -0.248
C (-3.067, 3.966, -1.331)  -0.512
C (-3.818, 5.115, -1.146)  -0.386
H (-2.587, 8.684, -0.329)  0.308
H (-1.414, 7.278, -0.265)  0.047
H (-0.024, 5.284, -0.565)  0.359
H (-3.559, 3.039, -1.621)  0.361
H (-4.932, 5.056, -1.378)  0.260

Atomic forces in eV per Å
-1.0 0.6 -0.4
0.9 0.1 -0.9
-0.4 0.5 -0.5
-0.2 -1.1 0.7
-0.4 -0.9 1.0
-0.4 0.9 1.4
1.3 0.9 -0.3
0.3 -0.8 0.5
-1.6 0.2 -0.3
0.1 -0.5 1.4
1.0 -0.4 -0.1
-1.3 0.2 -1.8
0.1 -0.5 1.0
-0.2 1.9 -0.5
0.0 -1.2 2.2
0.4 1.4 -2.0
4.0 1.8 0.8
-1.8 -1.1 -0.4
0.4 -0.1 -1.4
1.3 0.0 0.1
0.6 1.0 0.3
-2.0 0.0 0.7
0.7 -0.6 0.5
-0.2 -1.1 1.3
-0.3 -0.3 0.1
-0.4 0.9 -0.5
-0.3 0.5 -0.5
-0.4 0.3 -0.8
0.2 0.1 0.1
1.1 -0.7 -1.1
0.3 0.0 0.5
-0.4 0.8 -0.3
0.4 0.3 0.0
0.2 -0.2 -0.4
-0.7 -0.1 0.0
-1.1 -0.3 -0.1
0.7 -0.4 0.3
0.3 -0.5 0.5
-1.4 0.4 -0.4
0.3 -0.4 -0.2
0.3 -0.7 -0.4
-0.4 -0.4 0.1
1.0 0.3 -0.3
-0.5 -0.2 0.6
-0.6 0.1 -0.5
1.8 -0.6 0.2
-1.0 -1.2 -0.5
0.5 -0.7 0.6
-0.6 0.6 0.4
0.7 2.6 -0.1
0.9 -0.4 -0.8
-0.9 0.6 1.3
-1.0 0.3 0.0
-0.9 -0.8 0.4
0.4 -0.6 -0.8
-1.0 -1.3 0.6
-0.4 -1.3 -0.6
-0.3 0.1 -0.2
1.4 -1.4 0.2
0.3 0.7 -1.2
-0.3 1.7 -1.0
-0.1 -0.5 -0.1
-1.2 0.9 0.3
0.2 -0.2 -0.1
0.1 0.2 0.4
0.8 -0.4 -0.5
-0.6 -1.1 -0.3
0.1 0.3 0.3
0.1 -0.1 0.4
-0.2 -0.2 -0.5
0.3 -0.4 -0.5
0.4 0.1 -0.6
-0.2 0.5 -0.1
0.4 -0.2 0.0
-0.3 1.1 -0.2
0.5 0.3 0.6
0.8 0.2 0.1
0.0 0.2 -0.1
-0.4 0.4 0.1
0.0 -0.4 0.0
-0.2 1.2 0.1
-0.2 -0.2 0.1
0.0 -0.8 0.5
-0.2 0.0 -0.1
-0.5 0.0 0.6
0.5 -0.4 0.4
0.1 -0.5 -0.3
-0.2 -0.1 0.2
0.1 0.8 -0.8
0.5 -0.2 0.3
-0.1 0.8 1.1
0.7 1.1 0.0
0.0 -0.6 1.7
-0.5 2.2 0.3
-1.3 -2.9 -2.0
1.2 0.0 1.1
0.0 1.0 -1.1
0.0 0.5 0.8
-0.4 -0.3 -1.7
0.5 0.1 0.2
-0.3 0.3 0.5
0.2 -2.5 -1.2
0.2 -1.6 1.0
-0.3 0.3 -0.6
1.4 -0.5 -0.2
0.3 -0.4 1.2
-0.2 0.4 -0.9
-0.6 1.0 1.2
0.3 0.2 -0.7
0.3 -0.3 0.2
-0.1 0.7 0.6
-0.2 -0.1 0.8
-0.1 -0.2 -0.4
-0.1 1.0 0.8
-0.1 0.2 -0.4
-0.4 0.1 0.4
-0.5 0.4 -0.7
-0.3 -0.6 -0.2
0.4 0.2 -0.3
0.8 -1.1 0.2
0.8 0.1 -0.2
-1.7 0.7 0.0
1.1 -0.6 0.4
0.7 -0.4 -0.9
0.5 -0.3 0.0
-1.5 1.3 1.0
0.6 -0.3 -0.3
0.5 0.4 0.0
-1.9 -0.4 -0.9
-1.0 0.1 -0.2
0.2 -0.1 0.2
-0.7 -0.1 0.0
0.1 0.2 0.1
1.6 0.2 0.5

Values from the calculation:
Energy above the lowest of the compared OMol25 structures with the same formula, charge and spin: 2.328 eV
Total charge: -2
M: 1048.363 g/mol
E: -3213.24139 Eh
Kohn-Sham gap: 4.533 eV